{"formula": "C31H42BrCoN3P2", "method": "ωB97M-V with the def2-TZVPD basis set", "symbols": ["C", "C", "C", "C", "N", "C", "C", "C", "C", "C", "C", "C", "C", "C", "Co", "P", "H", "H", "H", "H", "H", "H", "H", "H", "C", "C", "H", "H", "H", "H", "H", "C", "C", "H", "H", "H", "H", "H", "C", "C", "H", "H", "H", "H", "H", "Br", "P", "C", "C", "H", "H", "H", "H", "H", "C", "C", "H", "H", "H", "H", "H", "C", "C", "H", "H", "H", "H", "H", "N", "C", "C", "C", "C", "C", "N", "C", "H", "H", "H", "H"], "xyz": [[-0.61, 7.17, -6.24], [-0.77, 5.82, -6.62], [-1.10, 5.52, -7.95], [-1.24, 6.56, -8.87], [-1.06, 7.82, -8.48], [-0.76, 8.17, -7.23], [-0.62, 4.74, -5.68], [-0.58, 3.81, -4.89], [-0.70, 2.91, -3.82], [0.33, 2.88, -2.92], [0.19, 2.13, -1.70], [-1.12, 1.52, -1.46], [-2.14, 1.59, -2.38], [-1.93, 2.25, -3.60], [0.39, 0.08, -1.61], [2.27, -1.02, -1.22], [-1.27, 4.48, -8.23], [-0.39, 7.44, -5.21], [-1.50, 6.31, -9.91], [-0.64, 9.22, -6.95], [-2.71, 2.28, -4.34], [1.24, 3.45, -3.17], [-3.03, 1.00, -2.25], [1.04, 2.09, -1.01], [2.29, -2.57, -0.28], [3.14, -3.69, -0.86], [1.23, -2.89, -0.21], [2.59, -2.32, 0.76], [3.13, -4.55, -0.18], [2.75, -4.04, -1.83], [4.19, -3.39, -0.99], [2.25, -1.31, -3.06], [2.99, -0.27, -3.90], [1.17, -1.24, -3.33], [2.55, -2.34, -3.30], [2.78, -0.46, -4.96], [2.64, 0.75, -3.68], [4.08, -0.31, -3.73], [3.67, 0.03, -0.74], [4.99, -0.70, -0.89], [3.48, 0.33, 0.30], [3.64, 0.96, -1.32], [5.82, 0.00, -0.75], [5.09, -1.47, -0.11], [5.09, -1.18, -1.87], [-1.74, -0.35, -0.34], [-2.16, -2.95, -3.77], [-0.36, -3.20, -3.59], [0.00, -4.66, -3.99], [-0.05, -2.99, -2.55], [0.18, -2.50, -4.24], [1.08, -4.76, -4.24], [-0.24, -5.36, -3.17], [-0.60, -4.93, -4.88], [-2.90, -3.01, -2.08], [-4.37, -3.43, -1.92], [-2.77, -1.97, -1.71], [-2.22, -3.62, -1.46], [-4.57, -3.45, -0.84], [-5.06, -2.71, -2.37], [-4.58, -4.42, -2.32], [-2.44, -1.26, -4.36], [-2.78, -1.37, -5.85], [-1.58, -0.60, -4.18], [-3.27, -0.82, -3.80], [-3.14, -0.42, -6.27], [-1.91, -1.68, -6.44], [-3.56, -2.13, -5.98], [3.80, 0.45, 4.49], [2.94, 0.82, 3.78], [1.89, 1.29, 2.90], [1.30, 2.55, 3.12], [0.31, 3.02, 2.25], [0.00, 2.16, 1.18], [0.68, 1.07, 0.88], [1.52, 0.55, 1.76], [1.65, 3.18, 3.96], [-0.17, 4.00, 2.31], [-0.77, 2.50, 0.49], [1.90, -0.46, 1.58]], "energy_ev": -163524.496, "total_charge": 2, "multiplicity": 4}

{"formula": "C31H43BF4N3O2Se2Tc", "method": "ωB97M-V with the def2-TZVPD basis set", "symbols": ["Tc", "C", "Se", "C", "C", "Se", "C", "H", "H", "H", "H", "H", "H", "H", "H", "H", "H", "F", "B", "F", "F", "F", "C", "C", "C", "C", "C", "C", "C", "C", "C", "C", "H", "H", "H", "H", "H", "H", "H", "H", "H", "H", "H", "H", "C", "C", "C", "O", "C", "H", "H", "H", "H", "H", "H", "H", "H", "C", "C", "C", "C", "C", "N", "C", "O", "N", "C", "C", "C", "C", "N", "C", "C", "C", "H", "H", "H", "H", "H", "H", "H", "H", "H", "H", "H", "H", "H"], "xyz": [[0.18, 2.39, 0.07], [-3.99, 2.33, 1.40], [-2.23, 1.67, 1.90], [-2.51, 0.49, -0.70], [-1.69, -0.06, -1.84], [0.01, 0.91, -1.92], [1.26, -0.57, -2.03], [-4.11, 2.33, 0.33], [-4.04, 3.35, 1.76], [-4.76, 1.74, 1.89], [-2.52, 1.58, -0.81], [-3.55, 0.17, -0.81], [-2.18, 0.15, -2.79], [-1.47, -1.12, -1.76], [1.09, -1.06, -2.98], [1.11, -1.28, -1.21], [2.27, -0.17, -2.00], [-2.00, 5.02, -2.39], [-2.37, 3.83, -1.86], [-1.29, 3.59, -0.72], [-3.54, 3.82, -1.16], [-2.21, 2.75, -2.68], [-0.99, -2.13, 1.05], [-2.29, -1.33, 1.21], [-2.63, -1.36, 2.71], [-1.98, 0.12, 0.69], [-3.45, -1.96, 0.45], [-3.28, -3.04, -0.41], [-4.37, -3.60, -1.09], [-5.64, -3.08, -0.91], [-5.82, -2.00, -0.06], [-4.74, -1.45, 0.61], [-0.22, -1.70, 1.69], [-0.62, -2.11, 0.02], [-1.13, -3.17, 1.34], [-1.80, -0.99, 3.31], [-2.84, -2.39, 3.00], [-3.50, -0.75, 2.95], [-0.89, 0.17, 0.63], [-2.30, -3.47, -0.57], [-4.21, -4.44, -1.75], [-6.48, -3.51, -1.43], [-6.81, -1.58, 0.09], [-4.90, -0.61, 1.27], [1.83, 6.21, 1.81], [1.68, 6.53, 0.32], [0.64, 5.52, -0.12], [0.88, 4.35, 0.74], [1.80, 4.69, 1.81], [0.98, 6.60, 2.37], [2.75, 6.59, 2.25], [2.63, 6.36, -0.20], [1.36, 7.55, 0.13], [0.72, 5.21, -1.16], [-0.38, 5.86, 0.06], [2.78, 4.26, 1.58], [1.42, 4.26, 2.73], [2.75, -5.52, -4.41], [2.96, -4.66, -3.20], [2.18, -4.81, -2.06], [2.39, -4.03, -0.94], [3.38, -3.06, -0.93], [3.50, -2.25, 0.22], [4.60, -1.55, 0.63], [5.69, -1.60, 0.13], [4.37, -0.79, 1.80], [3.29, 0.02, 2.10], [3.02, 0.37, 3.42], [1.94, 1.17, 3.71], [1.15, 1.65, 2.68], [1.42, 1.36, 1.39], [2.45, 0.56, 1.11], [4.19, -2.89, -2.05], [3.96, -3.69, -3.17], [1.69, -5.71, -4.58], [3.24, -6.49, -4.29], [3.17, -5.06, -5.30], [1.40, -5.57, -2.04], [1.78, -4.18, -0.05], [2.76, -2.35, 0.90], [5.20, -0.67, 2.35], [3.65, -0.02, 4.21], [1.70, 1.43, 4.73], [0.30, 2.28, 2.88], [2.63, 0.35, 0.06], [4.98, -2.17, -2.05], [4.60, -3.55, -4.04]], "energy_ev": -185848.425, "total_charge": 1, "multiplicity": 4}

{"formula": "C31H44BeN4OP2", "method": "ωB97M-V with the def2-TZVPD basis set", "symbols": ["Be", "C", "C", "C", "C", "C", "C", "C", "C", "C", "H", "H", "H", "H", "H", "H", "H", "H", "H", "H", "H", "H", "H", "H", "H", "P", "P", "N", "N", "N", "N", "C", "C", "C", "C", "C", "C", "C", "C", "C", "C", "C", "C", "C", "C", "C", "C", "C", "C", "H", "H", "H", "H", "H", "H", "H", "H", "H", "H", "H", "H", "H", "H", "H", "H", "H", "H", "H", "H", "C", "C", "C", "C", "O", "H", "H", "H", "H", "H", "H", "H", "H", "H"], "xyz": [[0.27, -1.66, -3.40], [-1.04, 3.51, -0.77], [-1.84, 2.74, -1.51], [-1.67, 2.37, -2.95], [-0.18, 2.20, -3.33], [0.49, 3.29, -4.10], [0.77, 4.51, -3.64], [0.11, 5.13, -2.47], [0.20, 4.27, -1.16], [1.41, -3.06, -3.02], [-1.34, 3.72, 0.27], [-2.82, 2.49, -1.09], [-2.15, 3.10, -3.63], [-2.17, 1.40, -3.10], [0.39, 2.02, -2.41], [-0.09, 1.29, -3.94], [0.85, 3.01, -5.09], [1.49, 5.14, -4.14], [-0.94, 5.38, -2.67], [0.59, 6.10, -2.28], [1.08, 3.61, -1.18], [0.36, 5.01, -0.35], [1.59, -3.21, -1.94], [2.38, -2.97, -3.53], [0.95, -3.95, -3.50], [1.66, -1.42, -5.27], [-2.02, -0.72, -5.36], [2.94, -0.22, -5.79], [2.31, -2.66, -6.49], [-1.90, 0.66, -6.60], [-3.50, -1.19, -6.20], [0.44, -0.82, -6.42], [-0.84, -1.69, -6.35], [4.17, -0.09, -5.12], [4.99, 0.78, -5.84], [4.28, 1.17, -7.02], [3.02, 0.54, -6.96], [2.58, -4.00, -6.22], [2.96, -4.63, -7.40], [2.92, -3.66, -8.44], [2.52, -2.47, -7.86], [-1.80, 2.02, -6.35], [-1.73, 2.72, -7.56], [-1.74, 1.74, -8.60], [-1.83, 0.50, -8.00], [-4.48, -0.32, -6.71], [-5.40, -1.05, -7.47], [-4.99, -2.42, -7.42], [-3.82, -2.47, -6.67], [0.79, -0.83, -7.46], [0.30, 0.23, -6.14], [-1.20, -1.91, -7.37], [-0.70, -2.66, -5.84], [4.33, -0.60, -4.19], [5.99, 1.10, -5.57], [4.60, 1.82, -7.81], [2.21, 0.59, -7.67], [2.46, -4.39, -5.22], [3.23, -5.68, -7.51], [3.14, -3.79, -9.50], [2.35, -1.51, -8.33], [-1.85, 2.40, -5.35], [-1.72, 3.80, -7.67], [-1.72, 1.92, -9.68], [-1.92, -0.48, -8.46], [-4.43, 0.74, -6.53], [-6.24, -0.63, -8.01], [-5.50, -3.27, -7.88], [-3.16, -3.31, -6.46], [-1.29, -0.53, -0.17], [-0.11, -1.36, -0.64], [1.27, -0.76, -0.30], [-0.14, -2.70, 0.12], [-0.36, -1.47, -2.05], [-1.25, -0.36, 0.91], [-2.20, -1.08, -0.44], [-1.34, 0.43, -0.71], [1.34, -0.57, 0.78], [2.08, -1.46, -0.55], [1.49, 0.18, -0.84], [-1.01, -3.31, -0.17], [0.76, -3.28, -0.09], [-0.19, -2.52, 1.21]], "energy_ev": -59843.373, "total_charge": 0}